Molecular formula: C41H42HfP2Se
Method: DFT, wB97M-V/def2-TZVPD

ORCA input file:
```
! wB97M-V def2-TZVPD RIJCOSX def2/J DEFGRID3
* xyz 2 1
H -5.89 -5.76 0.77
C -0.15 4.01 -2.02
C -1.24 -1.93 -1.42
C 2.50 1.19 -1.94
H 2.51 3.79 3.37
H -3.19 4.90 -3.35
Se 2.46 1.18 1.65
C 2.49 -0.40 -1.74
C 1.89 -4.74 0.74
H 0.68 -3.88 -0.89
H 1.66 2.56 -0.38
C 6.26 3.37 3.31
H -6.18 -3.37 0.07
H 0.85 4.35 -2.08
C -3.67 -5.60 0.88
C -2.74 -3.34 0.55
H 6.47 5.50 3.07
H 5.61 1.90 0.75
H -6.31 -0.66 -4.10
H -7.29 1.69 -0.64
C -1.75 -0.78 -2.01
H -3.88 -0.27 -3.63
C -2.56 -4.74 0.73
C -0.01 -3.27 1.03
P -1.22 -2.13 0.36
C -2.37 4.29 -2.94
H 4.00 5.77 3.38
H 3.32 1.40 -2.68
C 4.96 1.45 -0.05
C 4.14 2.45 2.82
C 5.42 2.27 3.22
H 5.50 1.68 -1.02
H -3.51 -6.67 1.10
C 3.61 3.65 3.16
H -4.80 2.13 -0.22
H -1.95 -0.67 2.31
C 2.63 2.16 -0.77
C -6.54 1.17 -1.22
C -5.17 1.39 -0.99
H 7.29 3.24 3.58
C -4.08 -2.89 0.30
C -4.99 -5.13 0.69
C -6.04 -0.14 -3.17
H 1.54 1.47 -2.41
C 2.19 -0.93 -0.29
C -0.49 2.72 -1.51
C 0.08 -3.45 2.41
C -1.36 0.22 2.26
H 3.49 -0.77 -2.04
H 1.94 -2.03 -0.31
C -5.18 -3.77 0.33
C -4.19 0.64 -1.71
H -1.29 0.61 3.24
H -0.96 5.86 -2.65
H 5.47 -0.43 0.66
C 3.31 -0.57 0.66
C 1.11 -4.18 2.97
Hf -0.34 0.18 0.49
H -1.56 -5.24 0.77
H -0.91 -2.83 -1.98
C 3.82 2.38 -0.12
C 4.64 -0.06 0.06
C -1.17 4.83 -2.51
H -4.17 -1.82 0.01
H 2.90 -5.30 2.54
C 5.81 4.65 3.10
H -8.10 0.13 -2.48
H 1.20 -4.30 4.04
H 3.42 -1.16 1.56
P -2.33 0.64 -1.04
C 0.84 -3.99 0.19
C 4.43 4.80 3.21
C 2.04 -4.81 2.13
C -7.01 0.36 -2.31
H -3.22 2.32 -3.44
C -4.63 0.05 -2.89
C -1.73 2.19 -1.93
C -2.51 2.90 -2.85
H 1.71 -0.79 -2.45
H -1.90 0.94 1.65
H -1.99 -0.63 -3.06
H -0.65 -2.96 3.04
H 2.58 -5.27 0.07
H 4.64 -0.35 -1.00
H 3.80 3.36 0.35
H 5.75 1.27 3.51
H 0.25 2.03 -0.81
*
```

Computed properties:
Relative energy (zero: lowest compared OMol25 entry of this formula, charge and spin)   5.387 eV
Frontier orbital gap (alpha / beta)   3.797 / 4.200 eV
LUMO (alpha / beta)   -7.247 / -7.111 eV
Largest force on an atom   5.05 eV/A
HOMO energy (alpha / beta)   -11.044 / -11.311 eV
Total energy   -4718.6514 Ha